66
Properties=species:S:1:pos:R:3:forces:R:3:nbo_charge:R:1 method="wB97M-V/def2-TZVPD" homo_energy_ev=-10.453 total_charge=+1 orbital_gap_ev=4.4 e_above_lowest_kj_mol=67.96
F -5.5819 4.2492 1.1876 0.0 0.2 -0.7 -0.3353
H -0.3693 1.6024 2.3401 0.0 0.1 -0.1 0.1966
N -3.0702 4.5631 2.4230 0.2 -0.3 -0.7 -0.6517
C 2.1386 -4.0439 -2.5747 -0.1 0.1 0.1 -0.1904
C 1.5899 -2.9650 -0.0759 -0.1 0.1 0.2 -0.3186
H -4.9544 -0.5448 -4.6837 0.0 0.0 0.0 0.2269
C -4.0118 5.6280 2.8404 0.8 0.3 0.6 0.0745
H 0.3169 -1.5955 -1.1104 0.0 -0.1 0.0 0.2101
P -7.2617 3.2470 3.0679 -0.2 -1.2 -0.5 0.9485
F -0.7713 0.1553 -1.7013 -0.1 0.2 0.0 -0.3327
H 8.9977 -2.9483 -3.8842 0.0 0.0 0.0 0.2203
C -2.8866 0.0183 -4.6281 -0.1 0.0 0.1 -0.1724
H -2.8254 0.1937 -5.6930 0.0 0.0 0.0 0.2289
F 0.0599 1.7213 4.8576 -0.1 0.1 0.0 -0.3528
C -1.8607 -0.0263 -2.4801 -0.2 0.0 -0.1 0.3944
I -6.9895 3.4117 5.5038 0.0 0.2 -0.3 -0.1049
H 5.7291 -4.1442 -1.3952 0.0 0.0 0.0 0.2143
H 8.0493 -4.4677 -2.1815 0.0 0.0 0.0 0.2181
C 7.4496 -3.6618 -2.5825 0.0 -0.1 0.0 -0.2324
H 2.1376 0.2934 5.5150 0.0 0.0 0.0 0.2390
N -4.5977 2.8367 2.8139 -0.2 0.9 0.0 -0.6638
H -3.2159 4.3519 1.4362 -0.2 0.2 -0.1 0.3971
H 1.3785 -2.5606 0.9031 0.0 -0.1 0.0 0.2263
C -3.4309 3.4458 3.1587 0.9 -0.4 -0.7 0.8241
C 7.9819 -2.8097 -3.5405 -0.1 0.0 0.1 -0.1877
C 5.3784 -2.4438 -2.6486 -0.3 0.1 0.1 -0.2956
C 2.3070 -0.4674 2.2098 0.2 0.0 0.0 -0.2429
C -1.7653 0.2117 -3.8341 0.2 0.1 -0.1 -0.2806
H 2.8901 -1.0470 1.5091 0.1 0.0 0.0 0.2327
C 2.4590 -4.0283 -0.2095 -0.1 0.1 -0.2 0.3967
C 0.8258 1.0029 3.9863 0.2 -0.2 0.0 0.3845
I -4.3272 1.4846 1.2625 0.2 -0.4 0.3 0.5070
H 4.3633 -2.2805 -2.3099 0.0 0.0 0.0 0.2303
C 1.8975 0.2777 4.4603 0.0 0.0 0.3 -0.2762
C 2.7447 -4.5735 -1.4439 0.2 -0.2 -0.1 -0.2891
C 2.6446 -0.4672 3.5577 -0.2 0.1 -0.1 -0.1735
H 3.4355 -5.4030 -1.5176 0.0 0.0 0.0 0.2351
C 0.9932 -2.4322 -1.2076 0.1 -0.1 -0.1 -0.1517
H 2.3505 -4.4675 -3.5468 0.0 0.0 0.0 0.2261
C -3.0393 -0.4466 -1.8965 -0.1 0.1 0.3 -0.3071
C -5.5650 3.9337 2.4912 -1.1 0.0 1.8 0.4369
H 3.4838 -1.0514 3.9074 0.0 0.0 0.0 0.2314
H -3.5902 6.1396 3.6903 -0.1 0.2 0.4 0.2171
C 7.2150 -1.7772 -4.0604 0.1 0.1 -0.2 -0.2840
H -5.0923 -0.9510 -2.2507 0.0 0.0 0.0 0.2202
O -5.2062 5.0042 3.2830 -0.2 0.4 -0.7 -0.5180
C -4.1601 -0.6285 -2.6950 0.0 0.1 -0.1 -0.1913
C 1.2639 -2.9719 -2.4579 0.0 0.0 -0.1 -0.2389
C 5.9242 -1.6100 -3.6022 0.2 -0.2 0.1 0.3963
C 6.1471 -3.4795 -2.1392 0.1 0.0 -0.1 -0.1839
H 7.6095 -1.1076 -4.8129 0.0 0.0 0.0 0.2308
O -8.2536 4.4453 2.5949 0.4 0.1 0.7 -0.9755
H -0.8260 0.5427 -4.2570 0.0 0.0 0.0 0.2401
C 0.4829 1.0171 2.6576 -0.3 0.2 -0.1 -0.3172
H -1.7804 2.6001 4.1127 0.5 1.0 0.1 0.4693
C -4.0831 -0.3986 -4.0605 0.0 0.0 -0.1 -0.2209
F 5.1749 -0.6049 -4.0997 0.0 0.0 0.0 -0.3280
H 0.7945 -2.5566 -3.3400 0.0 0.0 0.0 0.2151
H -8.9409 4.5657 3.2709 -0.1 0.2 -0.3 0.5202
F 3.0427 -4.5418 0.8900 0.0 0.0 0.0 -0.3230
C 1.2284 0.2750 1.7583 0.1 -0.1 -0.1 -0.1280
H -3.0729 -0.6337 -0.8281 0.1 -0.1 0.0 0.2077
H 0.9690 0.2776 0.7076 0.0 0.0 0.0 0.2163
H -4.1763 6.3413 2.0464 0.0 -0.1 -0.4 0.2228
H -3.0650 3.2434 5.1125 -0.3 -1.2 0.1 0.4493
N -2.6832 3.0571 4.1934 -0.4 -0.1 0.4 -0.8369